Record 1
# C14H40N2O5

5 unconnected molecules or ions with the total composition C14H40N2O5 in a non-equilibrium geometry (ωB97M-V/def2-TZVPD, the OMol25 dataset).

Energy above the lowest of the compared OMol25 structures with the same formula, charge and spin in kcal per mole: 55.8
HOMO level in eV: -9.5
Strongest force on any atom in eV/Å: 4.1
Energy in eV: -28380.343
Frontier orbital gap in Ha: 0.36790
SMILES: COC[C@H](C)N.COC[C@H](C)N.CCO.CCO.CCO

```
61
Properties=species:S:1:pos:R:3:lowdin_charge:R:1
C 5.51651 5.26595 0.67609 -0.074
C 4.75832 6.35927 1.41207 -0.366
O 3.51908 6.55851 0.87194 -0.077
H 6.49539 5.07153 1.11435 0.072
H 5.86359 5.58494 -0.30671 0.069
H 4.94135 4.34550 0.57579 0.077
H 5.18248 7.35769 1.51856 0.112
H 4.59577 6.00534 2.43012 0.104
H 3.03444 7.26716 1.30151 0.090
C -6.08219 5.35556 -0.14677 -0.102
C -5.42752 5.40068 -1.47976 -0.367
O -6.29646 4.80674 -2.38361 -0.067
H -5.61187 6.02139 0.57681 0.078
H -6.41712 4.39387 0.24192 0.080
H -7.07353 5.78630 -0.28754 0.072
H -4.53314 4.77802 -1.45790 0.108
H -5.11630 6.41356 -1.73532 0.111
H -5.82238 4.47132 -3.14803 0.087
C 1.29386 1.39428 -0.36072 -0.074
C 0.52985 2.31725 0.61520 -0.352
O 1.35704 3.07794 1.42082 -0.071
H 0.73087 0.63337 -0.90125 0.066
H 2.08043 0.85031 0.16226 0.068
H 1.77173 2.10540 -1.03454 0.066
H -0.14348 1.75790 1.26470 0.105
H -0.12666 3.01778 0.09910 0.106
H 1.50399 3.94491 1.03563 0.080
C 1.33583 -3.58517 2.64956 -0.072
C 2.44319 -4.63995 2.79304 -0.418
C 2.82263 -4.73798 4.28758 -0.261
O 3.48873 -3.59029 4.66838 -0.186
C 3.48647 -3.40149 6.10173 -0.079
N 1.85041 -5.90141 2.30491 0.043
H 1.59319 -2.53273 2.76893 0.076
H 0.45172 -3.78495 3.25498 0.080
H 0.98246 -3.66836 1.62178 0.064
H 3.36259 -4.22906 2.37595 0.134
H 3.48259 -5.58825 4.45967 0.121
H 1.92319 -4.86668 4.88971 0.119
H 3.90916 -2.46368 6.46221 0.083
H 4.08558 -4.17367 6.58433 0.083
H 2.45517 -3.41570 6.45433 0.083
H 1.64784 -5.74850 1.32732 0.065
H 2.57807 -6.60044 2.34946 0.065
C -1.70076 -3.04029 -5.62309 -0.091
C -1.55132 -3.28944 -4.15202 -0.424
C -2.92860 -2.99460 -3.38670 -0.109
O -3.14476 -1.54717 -3.33946 -0.201
C -4.17752 -1.19596 -2.57986 -0.200
N -1.04773 -4.62785 -3.97150 0.024
H -1.45853 -1.99454 -5.81239 0.078
H -2.70387 -3.20953 -6.01455 0.077
H -1.11092 -3.57267 -6.36925 0.075
H -0.84700 -2.54250 -3.78576 0.134
H -2.88104 -3.23647 -2.32494 0.115
H -3.79291 -3.34937 -3.94812 0.120
H -4.32431 -1.80543 -1.68819 0.090
H -5.09799 -1.09069 -3.15411 0.086
H -4.04832 -0.15132 -2.29672 0.088
H -1.49733 -5.22966 -4.64661 0.068
H -0.10995 -4.53667 -4.33532 0.070
```

Record 2
# C14H41IN4O10P

7 unconnected molecules or ions with the total composition C14H41IN4O10P (ωB97M-V/def2-TZVPD, the OMol25 dataset).

HOMO level in eV: -11.4
Net charge: +1
Strongest force on any atom in eV/Å: 0.7
Energy in eV: -58999.703
Frontier orbital gap in Ha: 0.24689

```
71
Properties=species:S:1:pos:R:3:lowdin_charge:R:1
O 4.08578 -2.88714 -2.62667 -0.291
P 4.43045 -3.43814 -3.92722 0.348
O 4.92817 -4.94071 -3.82943 -0.115
O 5.49168 -2.65420 -4.78283 -0.062
N 3.12736 -3.46697 -5.02538 -0.120
O 3.31795 -2.80819 -6.23976 0.038
C 1.87254 -3.96472 -4.86160 -0.353
N 0.94673 -3.87114 -5.82103 0.182
C -0.13978 -4.40940 -5.30395 -0.080
N 0.07586 -4.84137 -4.07898 0.061
N 1.38355 -4.57556 -3.76411 -0.406
I 2.01275 -5.14079 -1.90427 1.217
H 5.01072 -5.36417 -4.69494 0.102
H 6.10406 -2.23777 -4.15179 0.122
H 3.53395 -3.48289 -6.90087 0.134
H -1.07929 -4.46870 -5.82614 0.156
H -0.56297 -5.27357 -3.42819 0.160
C 0.20447 0.33045 -4.98669 -0.091
C -0.01866 0.26789 -6.48723 -0.315
O 0.83255 -0.68895 -7.11241 -0.087
H 1.24440 0.57286 -4.76736 0.077
H -0.43475 1.08191 -4.52254 0.076
H -0.01702 -0.63709 -4.52308 0.055
H 0.21454 1.22500 -6.94858 0.115
H -1.06638 0.03502 -6.70686 0.109
H 0.64100 -1.54884 -6.72704 0.033
C -0.35955 -1.33226 0.81892 -0.082
C -0.02059 -2.15739 -0.40278 -0.335
O -0.63622 -3.45577 -0.37017 -0.156
H -0.04825 -1.84749 1.72699 0.084
H 0.13135 -0.36094 0.79487 0.064
H -1.43892 -1.17039 0.88393 0.076
H 1.05332 -2.33507 -0.46181 0.081
H -0.32780 -1.63243 -1.31498 0.104
H -1.58745 -3.31931 -0.31409 0.078
C 1.40308 3.26708 2.05498 -0.085
C 0.89934 2.28972 3.09914 -0.304
O 1.13879 0.93096 2.70727 -0.100
H 0.92715 3.07430 1.09162 0.072
H 1.19619 4.29711 2.34579 0.067
H 2.48211 3.16417 1.92214 0.076
H -0.17960 2.38019 3.22214 0.100
H 1.37566 2.48306 4.06026 0.089
H 2.08922 0.82186 2.60707 0.080
C -2.05523 -0.18665 5.14639 -0.083
C -3.20371 0.79959 5.03891 -0.319
O -2.82676 1.98027 4.33744 -0.088
H -1.20766 0.27280 5.65528 0.077
H -2.35381 -1.07929 5.69836 0.073
H -1.71734 -0.49323 4.15344 0.065
H -3.52788 1.11906 6.02808 0.112
H -4.05784 0.33704 4.53304 0.092
H -2.55741 1.70827 3.45424 0.066
C -6.22514 1.67635 1.59284 -0.087
C -5.53837 0.50224 0.92182 -0.323
O -4.83498 -0.31370 1.85829 -0.099
H -5.49778 2.28566 2.12990 0.074
H -6.73540 2.30282 0.86055 0.075
H -6.96483 1.32776 2.31690 0.075
H -4.79056 0.85158 0.21115 0.107
H -6.26679 -0.10587 0.37492 0.107
H -5.47431 -0.64581 2.49594 0.076
C 2.57970 6.42756 5.41309 -0.087
C 1.89555 5.07437 5.39218 -0.314
O 2.77449 4.03295 4.96245 -0.101
H 2.96843 6.67204 4.42428 0.076
H 1.88639 7.21097 5.72008 0.076
H 3.42080 6.42471 6.10987 0.073
H 1.06586 5.07559 4.68668 0.103
H 1.49535 4.83350 6.38186 0.113
H 3.51175 3.99925 5.57972 0.086
```

Record 3
# C14H41N3O5

5 unconnected molecules or ions with the total composition C14H41N3O5 in a non-equilibrium geometry (ωB97M-V/def2-TZVPD, the OMol25 dataset).

Energy above the lowest of the compared OMol25 structures with the same formula, charge and spin in kcal per mole: 214.0
HOMO level in eV: -8.8
Strongest force on any atom in eV/Å: 10.4
Energy in eV: -29879.782
Frontier orbital gap in Ha: 0.34304
SMILES: COC[C@H](C)N.COC[C@H](C)N.COC[C@H](C)N.CO.CO

```
63
Properties=species:S:1:pos:R:3:lowdin_charge:R:1
C 15.42500 14.79300 50.20100 -0.005
C 16.45000 15.84100 49.70100 -0.356
C 17.86200 15.22500 49.59900 -0.211
O 18.34600 14.67800 50.80700 -0.149
C 19.43400 13.84600 50.57200 -0.126
N 16.02500 16.34200 48.38400 0.071
H 15.76200 14.53700 51.19600 0.087
H 15.44800 13.96700 49.60900 0.059
H 14.56800 15.15000 50.31200 -0.007
H 16.61400 16.81300 50.22000 0.147
H 18.50400 15.94900 49.09100 0.126
H 17.84900 14.44900 48.99300 0.046
H 19.17700 13.33900 49.61800 0.095
H 19.57000 13.02500 51.26400 0.079
H 20.43300 14.22800 50.62400 0.076
H 15.96200 15.48400 47.74200 0.075
H 16.72500 16.74600 48.03800 -0.083
C 22.12000 18.40000 44.72100 -0.054
C 21.17400 17.08600 44.49500 -0.411
C 19.96000 17.37600 43.53100 -0.138
O 19.01100 18.31800 44.14300 -0.238
C 18.06400 18.73000 43.24600 -0.123
N 22.02900 16.00400 44.03400 0.082
H 22.75000 18.35400 45.69900 0.083
H 21.46500 19.45200 44.71100 0.112
H 22.86900 18.43200 43.75700 0.107
H 20.77700 16.55800 45.46700 0.156
H 19.47100 16.36900 43.59500 0.109
H 20.34200 17.54200 42.55300 0.119
H 17.53600 17.76700 42.97800 0.099
H 18.43700 19.04500 42.33000 0.061
H 17.31600 19.47000 43.64400 0.119
H 22.38000 16.45000 43.37300 -0.049
H 21.42300 15.30400 43.76600 0.021
C 15.61200 14.36100 43.31200 -0.043
C 15.93400 14.12600 44.84600 -0.416
C 17.41200 14.26500 45.18100 -0.199
O 18.12000 13.16400 44.56800 -0.167
C 19.52600 13.34200 44.69600 -0.074
N 15.20700 15.09100 45.65800 -0.025
H 16.26100 13.70800 42.80600 0.054
H 15.96300 15.29100 42.92200 0.064
H 14.69200 14.17700 43.06200 0.007
H 15.40400 13.01200 45.15500 0.202
H 17.62500 14.17400 46.32400 0.141
H 17.82000 15.35800 44.88000 0.153
H 19.93800 14.10300 44.06500 0.066
H 19.85700 12.45100 44.42600 0.055
H 19.82800 13.44500 45.62900 0.051
H 15.44000 16.05900 45.50000 0.059
H 14.10700 15.05000 45.37000 0.151
C 19.58900 22.45700 46.11500 -0.240
O 20.55500 22.96500 45.29300 -0.122
H 19.30400 21.41900 45.68100 0.088
H 18.58400 22.86300 46.22000 0.070
H 19.91500 22.38600 47.17600 0.082
H 20.37800 23.90700 44.98800 0.123
C 19.09200 18.75100 47.62500 -0.087
O 18.56400 17.61600 46.74500 -0.194
H 19.76900 19.62100 47.23500 0.099
H 19.61100 18.30600 48.24400 -0.058
H 18.32300 19.17800 48.42700 0.119
H 18.84800 17.88800 45.77300 0.061
```

Quick rundown of lowest unoccupied orbital energy, same order as above: 0.5; -4.7; 0.6 eV